1.
ORCA calculation (ωB97M-V/def2-TZVPD) on one molecule with the formula C3H2I2.

Geometry as XYZ:
```
7
Properties=species:S:1:pos:R:3:forces:R:3
C -0.27769 0.10841 0.37227 0.688 -2.618 -0.019
C -1.48786 0.43254 0.86064 -2.665 -0.818 1.880
C 0.26601 1.23290 -0.09854 0.494 2.818 -0.806
I -3.20867 1.10182 -0.02746 0.577 0.186 -0.174
I 2.23937 1.80261 0.02239 0.533 -0.165 0.049
H 0.14400 -0.94142 0.69828 -0.245 2.453 -0.802
H -0.34141 2.19210 -0.23773 0.618 -1.855 -0.127
```
Forces are in eV/Å.

As for the energy: -710.721068 Ha. As for the net charge: 0. The spin multiplicity is 1. As for the relative energy (zero: lowest compared OMol25 entry of this formula, charge and spin): 55.1 kcal/mol. The HOMO-LUMO gap (alpha / beta) comes out at 7.0 / 7.0 eV.


2.
ORCA calculation (ωB97M-V/def2-TZVPD) on a 2-piece molecular cluster, C2H8NOS overall.

Geometry as XYZ:
```
13
Properties=species:S:1:pos:R:3:forces:R:3
S 0.27966 1.78955 1.40454 -0.045 0.090 0.237
H 1.08243 2.67804 1.97673 0.215 0.297 0.181
C -0.22472 -1.53975 0.67496 0.192 0.638 -1.483
N 0.41586 -0.89032 -0.55737 -0.783 -0.761 0.799
C -0.43613 0.17164 -1.19346 -0.020 0.158 2.058
O 0.30852 1.27013 -1.55585 0.960 0.804 -0.878
H -0.34541 -0.77396 1.48275 0.410 -0.893 -0.273
H 0.36243 -2.46545 0.90294 -0.362 0.998 0.262
H -1.23731 -1.88611 0.40235 0.327 0.097 -0.037
H 1.28832 -0.46937 -0.22533 -0.618 0.229 -0.229
H -0.88590 -0.20119 -2.12011 -0.131 -0.155 0.282
H -1.21732 0.52522 -0.43322 0.519 -0.731 -0.919
H 0.60957 1.79157 -0.75893 -0.665 -0.770 0.001
```
Forces are in eV/Å.

As for the energy: -609.199902 Ha. As for the net charge: -1. The spin multiplicity is 1. As for the relative energy (zero: lowest compared OMol25 entry of this formula, charge and spin): 15.1 kcal/mol. The HOMO-LUMO gap comes out at 7.4 eV.


3.
ORCA calculation (ωB97M-V/def2-TZVPD) on a 2-piece molecular cluster, C5H8O overall.

Geometry as XYZ:
```
14
Properties=species:S:1:pos:R:3:forces:R:3
C -0.62530 -1.78404 0.23563 0.160 0.778 1.300
C -0.47863 -0.73948 -0.52730 0.959 -0.103 0.681
C -0.30420 2.04619 0.55961 -0.641 -1.115 -1.324
C -0.39019 -0.54734 -1.95686 3.347 -0.703 0.091
C 0.69361 2.00581 1.64998 -0.570 2.423 -3.051
O -0.84811 2.89531 -0.05424 0.501 -0.149 0.717
H -1.21434 -2.62035 -0.01093 -0.555 -1.260 -0.849
H -0.25342 -1.84628 1.25227 -0.130 0.377 0.212
H -0.51395 0.47001 -2.20732 0.023 1.075 -0.711
H -1.05946 -1.16015 -2.46435 -1.525 -1.093 -1.109
H 0.69335 -0.97665 -2.27406 -2.324 1.381 0.548
H 0.69304 1.16312 2.14779 -0.746 -4.413 2.611
H 0.48705 2.81131 2.26249 0.330 1.977 1.436
H 1.63804 1.93997 1.17273 1.170 0.826 -0.553
```
Forces are in eV/Å.

As for the energy: -270.351098 Ha. As for the net charge: 0. The spin multiplicity is 1. As for the relative energy (zero: lowest compared OMol25 entry of this formula, charge and spin): 129.8 kcal/mol. The HOMO-LUMO gap (alpha / beta) comes out at 8.5 / 7.8 eV.


4.
ORCA calculation (ωB97M-V/def2-TZVPD) on C50H63AsGeIO3PSc as an isolated structure.

Geometry as XYZ:
```
121
Properties=species:S:1:pos:R:3:forces:R:3
Sc 0.16023 0.14318 0.21885 -0.403 -0.837 -0.192
C -4.26368 1.84219 1.20909 -0.018 0.001 0.065
C -3.42203 1.19152 0.11594 0.068 -0.091 -0.047
C -3.96263 -0.18676 -0.20912 -0.086 -0.107 -0.031
C -3.37577 2.10148 -1.09114 0.019 0.099 -0.077
O -2.02702 0.96828 0.57030 0.156 0.178 0.080
Ge -1.63766 1.18719 2.33844 -0.051 0.102 0.268
O 0.49591 2.26440 1.42937 -0.331 -0.024 0.275
C 1.28964 2.96518 2.52515 0.074 -0.049 -0.289
C 2.16368 4.07044 1.95481 0.108 0.045 0.041
C 0.31261 3.55606 3.52230 -0.026 0.052 0.078
C 2.13463 1.87929 3.15534 -0.007 -0.031 0.038
O -0.51750 -0.34440 2.25241 0.000 0.118 0.081
C -0.75520 -1.31179 3.35423 0.107 0.151 0.018
C -0.89111 -0.56264 4.68112 -0.001 0.013 0.030
C -2.03794 -2.06399 3.04309 -0.060 -0.078 0.021
C 0.44253 -2.23386 3.44133 0.094 -0.106 0.005
H -5.26537 2.01961 0.81379 0.042 -0.017 0.004
H -4.38383 1.20411 2.09160 0.030 0.011 -0.041
H -3.86500 2.81103 1.52358 -0.005 -0.035 -0.026
H -4.94608 -0.10981 -0.67742 0.037 -0.017 0.016
H -3.29315 -0.70496 -0.89514 -0.029 0.045 0.030
H -4.06161 -0.78799 0.69853 0.008 0.027 -0.026
H -4.37880 2.23128 -1.50233 0.040 -0.020 0.023
H -2.99187 3.08664 -0.81953 -0.023 -0.037 -0.027
H -2.74816 1.68006 -1.87069 0.044 -0.026 -0.065
H 1.60189 4.97597 1.73474 0.021 -0.045 0.039
H 2.90583 4.30739 2.71718 0.017 0.052 -0.007
H 2.70895 3.77245 1.05953 0.020 -0.023 0.068
H -0.42630 4.19095 3.03288 0.036 -0.015 0.011
H -0.19506 2.79661 4.11761 -0.002 -0.024 -0.019
H 0.87834 4.17953 4.21775 -0.027 -0.012 -0.008
H 2.91454 1.53612 2.47619 0.007 0.021 -0.008
H 2.61362 2.27964 4.04964 0.013 -0.029 -0.001
H 1.52243 1.02528 3.44966 -0.004 0.025 -0.014
H -1.84570 -0.04283 4.78522 0.003 0.004 -0.024
H -0.83169 -1.27538 5.50502 -0.003 -0.001 -0.046
H -0.08024 0.15804 4.81024 -0.012 -0.037 0.001
H -2.87879 -1.37264 2.92793 0.002 0.002 0.016
H -1.96237 -2.65738 2.13094 0.025 0.028 0.015
H -2.28159 -2.73899 3.86562 0.005 0.015 -0.035
H 1.31830 -1.70575 3.82256 -0.049 -0.013 -0.005
H 0.21941 -3.05228 4.12973 0.023 0.060 -0.035
H 0.69439 -2.67142 2.47571 -0.015 0.001 0.028
I -0.20239 -2.84712 -0.21883 -0.321 0.395 0.308
C 0.32928 -3.79019 -2.00242 0.119 0.244 -0.122
C 0.51640 -5.11857 -1.75372 0.119 -0.305 -0.301
C 0.80254 -6.01165 -2.80469 -0.021 -0.024 0.222
C 0.86554 -5.52483 -4.06751 -0.005 0.100 -0.158
C 0.67112 -4.14503 -4.34200 0.023 -0.002 0.012
C 0.73071 -3.73821 -5.69415 0.008 -0.092 0.014
C 0.54124 -2.43828 -6.03818 -0.011 0.098 -0.024
C 0.30928 -1.49953 -5.02377 -0.030 0.039 -0.205
C 0.26333 -1.81553 -3.68615 -0.076 -0.073 0.321
P -0.04874 -0.28597 -2.66112 0.097 0.135 -0.344
C 1.29099 0.83165 -3.26446 0.023 0.000 0.066
C 2.45523 0.34275 -3.85704 0.017 0.007 -0.034
C 3.48287 1.19779 -4.23501 -0.004 -0.008 -0.012
C 3.36037 2.56643 -4.04569 0.032 -0.020 -0.023
C 2.21161 3.07015 -3.45361 -0.072 -0.064 0.039
C 1.19812 2.20981 -3.04724 0.011 0.029 -0.010
C -1.56691 0.28007 -3.53683 0.046 -0.103 -0.077
C -1.68226 1.41884 -4.32934 -0.071 -0.028 0.032
C -2.89263 1.72788 -4.94503 0.081 -0.004 0.023
C -3.99006 0.89730 -4.78940 -0.025 -0.039 0.021
C -3.87382 -0.26007 -4.02721 0.013 -0.005 -0.004
C -2.67047 -0.56585 -3.41251 -0.062 0.012 0.014
C 0.41397 -3.19298 -3.29845 0.069 -0.152 0.027
H 0.43483 -5.50091 -0.74526 0.004 -0.019 -0.033
H 0.94956 -7.06294 -2.59423 -0.005 0.050 -0.009
H 1.06227 -6.18642 -4.90314 -0.007 0.049 0.028
H 0.91671 -4.49225 -6.44991 0.006 0.023 0.035
H 0.56939 -2.12112 -7.07255 -0.010 -0.001 0.042
H 0.16381 -0.46942 -5.32596 0.002 -0.016 0.001
H 2.55489 -0.71573 -4.05470 0.009 0.021 -0.031
H 4.37043 0.79214 -4.70612 -0.036 0.007 0.013
H 4.14643 3.23698 -4.37015 -0.026 -0.029 0.016
H 2.09418 4.13856 -3.32644 -0.012 -0.019 0.002
H 0.31363 2.63530 -2.58601 -0.062 0.005 -0.043
H -0.83854 2.06934 -4.49651 0.102 0.058 0.021
H -2.96746 2.61568 -5.56152 0.018 -0.039 0.035
H -4.92732 1.13650 -5.27662 0.038 -0.010 0.029
H -4.71912 -0.92954 -3.92261 0.037 0.016 -0.006
H -2.58624 -1.48746 -2.84487 0.012 -0.003 -0.006
C 0.49660 2.80252 0.10188 -0.069 0.132 0.033
C -0.03376 4.19320 -0.08148 -0.130 0.062 0.198
C -1.25174 4.56826 0.48002 0.015 0.073 -0.078
C -1.74214 5.85264 0.29540 0.052 -0.028 -0.027
C -1.01576 6.76604 -0.46147 0.010 -0.005 0.017
C 0.20035 6.39607 -1.02029 -0.020 -0.009 0.000
C 0.69228 5.11195 -0.82380 -0.068 0.140 -0.065
H 1.48864 2.69134 -0.33224 0.085 0.053 -0.103
H -0.19971 2.15082 -0.45164 -0.102 0.165 -0.205
H -1.82160 3.85541 1.06498 0.024 0.016 0.014
H -2.68910 6.14234 0.73597 0.063 -0.014 -0.023
H -1.39425 7.76981 -0.60624 0.009 -0.033 0.000
H 0.77230 7.11166 -1.59801 -0.026 -0.025 0.029
H 1.65822 4.83244 -1.22616 0.012 0.004 -0.009
C 4.10571 1.22837 -0.21680 0.128 0.009 -0.106
As 2.87730 -0.26663 -0.20538 0.113 -0.165 0.309
C 3.22911 -1.08266 1.54254 0.082 0.043 -0.023
C 3.83904 -1.58739 -1.30387 -0.108 -0.071 -0.053
C 5.32247 -1.59006 -1.08705 -0.009 0.004 0.083
C 6.14831 -0.82056 -1.90300 0.034 0.032 0.006
C 7.52045 -0.79279 -1.69821 -0.019 -0.027 0.023
C 8.08449 -1.53672 -0.66972 0.002 0.004 -0.018
C 7.27232 -2.31708 0.14183 -0.032 0.010 -0.021
C 5.89962 -2.34338 -0.06600 0.046 -0.013 -0.044
H 5.06039 0.92076 0.20560 0.044 0.030 -0.027
H 3.69865 2.05619 0.35606 0.000 0.031 0.036
H 4.25319 1.54630 -1.24953 0.000 0.043 0.008
H 4.23913 -0.84976 1.87495 0.048 -0.036 -0.013
H 3.12395 -2.16156 1.44208 -0.006 -0.034 0.010
H 2.51896 -0.73774 2.28730 -0.002 0.046 0.000
H 3.59722 -1.38263 -2.34157 0.002 -0.024 -0.045
H 3.38760 -2.54384 -1.03480 -0.010 -0.049 -0.033
H 5.71271 -0.24444 -2.71335 0.008 -0.011 0.026
H 8.15129 -0.19939 -2.34797 -0.013 -0.010 0.023
H 9.15537 -1.52208 -0.51267 -0.032 0.002 -0.004
H 7.70927 -2.91969 0.92834 -0.012 0.027 -0.021
H 5.27827 -2.98082 0.55301 0.004 0.020 -0.005
```
Forces are in eV/Å.

As for the energy: -7880.874953 Ha. As for the net charge: +2. The spin multiplicity is 2. The HOMO-LUMO gap (alpha / beta) comes out at 6.7 / 8.1 eV.


For each record above, in turn, the calculated max |F| values are 3.36 2.06 5.18 0.95 eV/A.